No. 1
Computed, not measured: a 2-piece molecular cluster, C4H10NOS overall, with ωB97M-V/def2-TZVPD.

Values from the calculation:
- Total charge: +1
- HOMO-LUMO gap: 10.43 eV

Last column: natural (NBO) charge in e.
Atoms and positions in Å:
C 1.455 1.321 -0.265  -0.24
C 2.142 0.074 -0.888  -0.49
C 0.367 -0.403 0.831  0.04
C -2.528 -0.817 0.322  -0.28
N 0.270 0.849 0.428  -0.54
O -1.329 -1.032 -0.399  -0.72
S 1.769 -1.235 0.401  0.44
H 2.117 1.789 0.430  0.23
H 1.198 1.958 -1.175  0.25
H 1.970 -0.242 -1.866  0.25
H 3.212 0.196 -0.685  0.26
H -0.454 -0.661 1.563  0.28
H -2.464 -1.690 1.123  0.21
H -3.405 -1.078 -0.310  0.23
H -2.463 0.260 0.800  0.16
H -0.470 1.370 0.969  0.45
H -1.388 -0.660 -1.278  0.49

***

No. 2
Computed, not measured: one molecule with the formula CH4N2S2, with ωB97M-V/def2-TZVPD.

Values from the calculation:
- Total charge: 0
- HOMO-LUMO gap: 8.15 eV

Last column: natural (NBO) charge in e.
Atoms and positions in Å:
N -1.539 -0.690 0.334  -0.83
C -0.569 0.260 0.041  0.25
S -1.130 1.749 -0.415  -0.25
N 0.795 0.193 0.221  -0.76
S 1.698 -1.446 0.009  0.11
H -1.227 -1.768 0.528  0.42
H -2.428 -0.328 -0.157  0.44
H 1.181 1.202 0.539  0.47
H 2.003 -2.041 1.451  0.14

***

No. 3
Computed, not measured: C20H12MnN5O11 as an isolated structure, with ωB97M-V/def2-TZVPD.

Values from the calculation:
- Total charge: -1
- HOMO-LUMO gap (spin up / spin down): 4.49 / 7.71 eV
- 2S+1: 6

Last column: natural (NBO) charge in e.
Atoms and positions in Å:
Mn -0.591 -0.400 -0.248  1.48
O -1.581 -1.856 -3.822  -0.65
C -1.377 -1.638 -2.647  0.75
O -0.589 -0.753 -2.135  -0.82
C -2.082 -2.416 -1.537  0.10
C -2.860 -3.551 -1.635  -0.22
C -3.344 -4.129 -0.459  -0.17
C -3.070 -3.531 0.772  -0.22
C -2.303 -2.383 0.792  0.12
N -1.809 -1.858 -0.344  -0.51
C -1.864 -1.540 1.991  0.75
O -2.248 -1.763 3.119  -0.66
O -1.097 -0.576 1.609  -0.82
H -3.059 -3.975 -2.607  0.23
H -3.902 -5.050 -0.494  0.21
H -3.426 -3.940 1.706  0.23
O 1.303 -1.873 0.539  -0.68
C 1.913 -0.806 0.377  0.74
O 1.306 0.249 0.000  -0.79
C 3.401 -0.749 0.538  -0.13
C 4.048 -1.210 1.676  -0.10
C 5.451 -1.184 1.713  0.00
C 6.192 -0.758 0.622  -0.15
C 5.526 -0.327 -0.513  -0.02
C 4.127 -0.293 -0.554  -0.05
N 6.280 0.083 -1.650  0.52
O 5.669 0.446 -2.648  -0.37
O 7.504 0.050 -1.575  -0.39
N 6.144 -1.599 2.886  0.52
O 5.476 -1.930 3.860  -0.37
O 7.370 -1.596 2.871  -0.39
H 3.497 -1.580 2.525  0.26
H 7.272 -0.765 0.658  0.27
H 3.625 0.065 -1.437  0.26
N -4.842 5.503 0.591  -0.81
C -4.531 4.843 -0.560  0.65
O -5.067 5.139 -1.617  -0.60
C -3.556 3.738 -0.446  -0.11
C -3.211 3.050 -1.621  -0.20
C -2.370 1.965 -1.572  0.05
N -1.836 1.504 -0.425  -0.48
C -2.135 2.172 0.702  0.05
C -2.966 3.268 0.741  -0.23
H -5.492 6.268 0.536  0.40
H -4.335 5.360 1.442  0.39
H -3.631 3.387 -2.555  0.24
H -2.105 1.429 -2.475  0.23
H -1.684 1.781 1.607  0.24
H -3.146 3.728 1.701  0.20

***

No. 4
Computed, not measured: a 2-piece molecular cluster, C4H10O3 overall, with ωB97M-V/def2-TZVPD.

Values from the calculation:
- Total charge: 0
- HOMO-LUMO gap: 10.90 eV

Last column: natural (NBO) charge in e.
Atoms and positions in Å:
C -1.283 0.197 1.562  -0.63
C 0.095 0.180 0.978  -0.09
O 0.013 0.074 -0.413  -0.51
C -0.124 1.232 -1.148  0.79
C -0.226 1.065 -2.648  -0.72
O -0.062 2.395 -0.700  -0.60
H -1.333 0.184 2.664  0.22
H -1.785 -0.706 1.176  0.21
H -1.826 1.085 1.196  0.21
H 0.699 1.027 1.356  0.20
H 0.496 -0.748 1.430  0.20
H 0.463 1.732 -3.192  0.25
H -1.246 1.219 -3.037  0.25
H 0.070 0.020 -2.841  0.22
O 1.912 -2.789 1.540  -0.95
H 2.577 -3.509 1.448  0.47
H 1.561 -2.658 0.629  0.47